# 1
The following is a DFT calculation (ωB97M-V/def2-TZVPD) of a molecular structure, C25H37Cl2N6O8RbS.

```
80
Properties=species:S:1:pos:R:3:lowdin_charge:R:1
Rb -0.152 0.254 0.239 0.80
C 0.794 2.023 5.392 -0.02
N -0.427 2.566 4.811 -0.13
C -1.341 3.211 5.735 -0.03
C -0.657 2.428 3.495 -0.42
O 0.097 1.799 2.752 -0.05
C -1.910 3.102 2.921 -0.15
O -1.979 2.992 1.528 -0.14
C -1.051 3.822 0.854 -0.12
C -1.227 3.579 -0.632 -0.44
O -0.369 2.942 -1.243 -0.02
N -2.306 4.087 -1.247 -0.11
C -3.439 4.689 -0.570 -0.03
C -2.446 3.826 -2.676 -0.03
H 0.620 1.042 5.835 0.10
H 1.152 2.711 6.157 0.09
H 1.550 1.923 4.618 0.10
H -1.443 2.591 6.627 0.10
H -2.330 3.329 5.304 0.08
H -0.968 4.192 6.040 0.10
H -1.949 4.154 3.233 0.14
H -2.793 2.595 3.314 0.12
H -0.021 3.566 1.102 0.13
H -1.223 4.878 1.100 0.13
H -3.173 5.008 0.433 0.08
H -4.265 3.978 -0.493 0.10
H -3.773 5.560 -1.133 0.09
H -2.562 2.757 -2.860 0.03
H -1.576 4.199 -3.215 0.10
H -3.340 4.333 -3.031 0.09
O 1.838 -1.549 1.450 -0.08
C 2.907 -2.066 1.144 -0.21
C 3.643 -1.920 -0.087 -0.13
C 4.827 -2.659 -0.175 0.04
C 5.613 -2.603 -1.296 -0.17
C 5.246 -1.791 -2.390 0.00
C 4.105 -1.055 -2.335 0.00
C 3.226 -1.061 -1.185 -0.40
O 2.185 -0.368 -1.169 -0.14
N 6.833 -3.377 -1.356 -0.37
O 7.128 -4.073 -0.397 0.05
O 7.509 -3.304 -2.371 0.05
H 3.397 -2.739 1.874 0.13
H 5.135 -3.287 0.652 0.12
H 5.890 -1.765 -3.258 0.12
H 3.818 -0.417 -3.161 0.11
Cl -2.822 -3.055 2.619 0.55
C -2.616 -1.486 3.403 -0.97
Cl -2.971 -0.143 2.288 0.56
H -1.579 -1.387 3.712 -0.01
H -3.312 -1.425 4.231 0.03
S -3.046 0.332 -1.797 0.58
C -1.788 -0.108 -2.851 -0.87
N -0.695 0.648 -2.991 0.01
C 0.440 0.295 -3.835 -0.15
C 0.561 -1.215 -3.897 -0.16
C -0.762 -1.814 -4.343 -0.16
N -1.859 -1.238 -3.572 0.02
H -0.646 1.503 -2.446 0.06
H 1.331 0.722 -3.377 0.11
H 0.314 0.721 -4.836 0.13
H 0.829 -1.574 -2.905 0.09
H 1.353 -1.503 -4.588 0.12
H -0.768 -2.893 -4.184 0.12
H -0.923 -1.630 -5.410 0.12
H -2.677 -1.794 -3.391 0.11
C -1.159 -5.225 -1.437 -0.07
C -2.254 -4.408 -1.199 -0.07
C -2.033 -3.081 -0.858 -0.20
N -0.816 -2.550 -0.751 0.04
C 0.229 -3.346 -0.972 -0.14
C 0.111 -4.684 -1.320 -0.05
H -1.294 -6.266 -1.703 0.11
H -3.265 -4.787 -1.267 0.10
H -2.862 -2.406 -0.673 0.07
H 1.206 -2.886 -0.867 0.09
H 0.998 -5.278 -1.489 0.11
O 0.468 -0.855 3.784 -0.08
H 0.524 0.060 3.469 -0.01
H 0.991 -1.345 3.124 0.01
```

Summary:
Relative energy (zero: lowest compared OMol25 entry of this formula, charge and spin), kcal per mole: 1.3
E_HOMO, eV: -7.49
Charge: 0
HOMO-LUMO gap, eV: 7.4



# 2
The following is a DFT calculation (ωB97M-V/def2-TZVPD) of a single C3H6N2S molecule in a non-equilibrium geometry.

```
12
Properties=species:S:1:pos:R:3:nbo_charge:R:1
C -1.040 0.403 -0.720 0.29
C 0.499 0.193 1.190 0.01
C 1.659 -0.254 1.662 -0.48
H -0.536 -0.796 -2.418 0.39
H -1.983 0.180 -2.442 0.42
H 0.730 -0.672 -0.642 0.38
H -0.197 0.782 1.768 0.23
H 1.917 -0.041 2.652 0.21
H 2.292 -0.903 1.066 0.19
N -1.153 -0.096 -1.966 -0.80
N 0.036 -0.222 -0.031 -0.61
S -2.225 1.424 -0.118 -0.24
```

Summary:
Relative energy (zero: lowest compared OMol25 entry of this formula, charge and spin), kcal per mole: 16.1
E_HOMO, eV: -8.51
Charge: 0
HOMO-LUMO gap, eV: 9.2



# 3
The following is a DFT calculation (ωB97M-V/def2-TZVPD) of a molecular structure, C28H19Cl5N3O3Pd.

```
59
Properties=species:S:1:pos:R:3:nbo_charge:R:1
Pd 0.179 0.435 0.373 0.79
O 0.911 0.278 7.110 -0.70
C 0.436 1.269 6.541 0.73
O -0.023 2.351 6.919 -0.70
C 0.413 1.110 4.987 0.00
C -0.094 2.123 4.188 -0.19
C -0.108 1.949 2.809 0.26
N 0.368 0.827 2.290 -0.47
C 0.850 -0.191 3.041 0.08
C 0.892 -0.071 4.412 -0.15
C 1.247 -1.348 2.227 0.36
C 1.745 -2.584 2.770 -0.29
C 2.181 -3.508 1.907 -0.02
C 2.237 -3.255 0.430 -0.54
C 1.357 -2.140 -0.042 0.32
N 1.063 -1.202 0.930 -0.46
C -0.592 2.894 1.769 0.16
C -1.050 4.159 2.075 -0.20
C -1.434 5.011 1.049 -0.11
C -1.325 4.577 -0.258 -0.24
C -0.865 3.293 -0.494 0.08
N -0.526 2.451 0.482 -0.49
H -0.457 3.007 4.699 0.28
H 1.261 -0.829 5.094 0.28
H 1.750 -2.735 3.839 0.27
H 2.570 -4.454 2.260 0.24
H 2.092 -4.174 -0.125 0.27
H 3.281 -2.930 0.234 0.29
H -1.096 4.478 3.107 0.25
H -1.797 6.005 1.275 0.25
H -1.590 5.211 -1.093 0.25
H -0.753 2.921 -1.500 0.21
Cl -4.367 3.993 -3.024 0.11
C -3.287 2.680 -2.836 -0.08
C -3.534 1.715 -1.856 -0.07
Cl -4.913 1.832 -0.853 0.11
C -2.648 0.652 -1.693 -0.12
Cl -2.962 -0.594 -0.555 0.09
C -1.509 0.596 -2.483 0.29
O -0.646 -0.483 -2.378 -0.47
C -1.259 1.537 -3.469 -0.12
Cl 0.174 1.416 -4.400 0.10
C -2.158 2.586 -3.652 -0.09
Cl -1.848 3.772 -4.844 0.11
C 0.298 -4.158 -2.204 -0.60
C 1.057 -2.849 -2.488 -0.10
C 0.545 -2.342 -3.846 -0.60
C 2.563 -3.096 -2.702 -0.60
C 0.859 -1.878 -1.301 -0.08
C 0.100 -0.634 -1.316 0.32
H 0.479 -4.864 -3.015 0.23
H -0.776 -3.967 -2.161 0.22
H 0.579 -4.647 -1.273 0.20
H 0.846 -3.073 -4.596 0.22
H 0.983 -1.385 -4.125 0.22
H -0.538 -2.261 -3.886 0.22
H 2.692 -3.780 -3.541 0.23
H 3.079 -3.536 -1.855 0.20
H 3.068 -2.162 -2.954 0.22
```

Summary:
Relative energy (zero: lowest compared OMol25 entry of this formula, charge and spin), kcal per mole: 2.1
E_HOMO, eV: -10.48
Charge: +1
HOMO-LUMO gap, eV: 5.1